[1]
Molecular formula: C4H3NO3S
Method: DFT, ωB97M-V with the def2-TZVPD basis set

Values from the calculation:
* LUMO (spin up / spin down): -0.23 / -4.51 eV

Geometry as ORCA input:
```
! wB97M-V def2-TZVPD RIJCOSX def2/J DEFGRID3
* xyz 0 3
C 0.145 0.067 -0.412
C -0.235 -1.216 -0.347
C -0.427 0.726 0.751
C -1.062 -1.388 0.905
N -1.126 -0.064 1.485
O -1.591 -2.358 1.335
O -1.838 -0.301 4.207
O 0.503 -0.209 3.515
S -0.804 0.423 3.516
H 0.753 0.573 -1.136
H -0.017 -2.016 -1.026
H -0.286 1.759 1.021
*
```

[2]
Molecular formula: C4H3NOS
Method: DFT, ωB97M-V with the def2-TZVPD basis set

Values from the calculation:
* LUMO: -0.90 eV

Geometry as ORCA input:
```
! wB97M-V def2-TZVPD RIJCOSX def2/J DEFGRID3
* xyz 0 1
C -1.853 -1.689 0.426
C -0.571 -0.958 0.267
C 0.952 1.519 -0.630
C 1.371 0.379 -0.023
N 0.653 -0.828 0.194
O -2.366 -2.721 0.379
S -2.276 -0.049 0.838
H 1.738 2.317 -0.725
H -0.130 1.752 -0.974
H 2.484 0.277 0.247
*
```

[3]
Molecular formula: C4H3NS2
Method: DFT, ωB97M-V with the def2-TZVPD basis set

Values from the calculation:
* LUMO: -0.79 eV

Geometry as ORCA input:
```
! wB97M-V def2-TZVPD RIJCOSX def2/J DEFGRID3
* xyz 0 1
C -1.336 -0.101 0.589
C 0.054 -0.078 0.224
C 1.964 1.151 -0.625
C -1.991 1.061 0.491
N 0.684 0.855 -0.286
S -2.614 2.375 0.070
S 2.994 2.080 0.303
H -1.671 -0.911 1.126
H 0.623 -0.983 0.359
H 2.519 0.993 -1.575
*
```

[4]
Molecular formula: C4H3O2
Method: DFT, ωB97M-V with the def2-TZVPD basis set

Values from the calculation:
* LUMO: 4.35 eV

Geometry as ORCA input:
```
! wB97M-V def2-TZVPD RIJCOSX def2/J DEFGRID3
* xyz -1 1
C -0.754 -0.788 0.648
C 0.176 -0.049 -0.122
C 0.212 1.652 -0.760
C 0.282 -1.480 1.168
O -0.224 1.496 -1.906
O 0.458 2.507 0.067
H -1.876 -1.041 0.703
H 0.415 -0.659 -1.070
H 1.312 -1.637 1.272
*
```

[5]
Molecular formula: C4H3O2
Method: DFT, ωB97M-V with the def2-TZVPD basis set

Values from the calculation:
* LUMO: 3.53 eV

Geometry as ORCA input:
```
! wB97M-V def2-TZVPD RIJCOSX def2/J DEFGRID3
* xyz -1 1
C -0.014 0.584 -0.596
C 1.037 -0.053 0.084
C 2.825 0.025 -0.001
C -1.347 0.117 -0.424
O 3.379 0.104 1.060
O 3.031 -0.258 -1.169
H 0.154 1.597 -0.918
H 0.712 -1.050 0.344
H -1.221 -0.924 -0.113
*
```

[6]
Molecular formula: C4H3O2
Method: DFT, ωB97M-V with the def2-TZVPD basis set

Values from the calculation:
* LUMO (spin up / spin down): -7.18 / -6.92 eV

Geometry as ORCA input:
```
! wB97M-V def2-TZVPD RIJCOSX def2/J DEFGRID3
* xyz 1 1
C -1.474 2.814 1.405
C -1.088 2.041 0.553
C 1.297 -2.313 -0.774
C -0.111 -0.266 -0.693
O -0.406 0.866 0.094
O 0.585 -1.274 -0.624
H -2.283 3.508 1.501
H 1.959 -2.513 -1.581
H 1.520 -2.863 0.119
*
```

[7]
Molecular formula: C4H3O2
Method: DFT, ωB97M-V with the def2-TZVPD basis set

Values from the calculation:
* LUMO (spin up / spin down): -5.32 / -9.16 eV

Geometry as ORCA input:
```
! wB97M-V def2-TZVPD RIJCOSX def2/J DEFGRID3
* xyz 1 3
C 0.705 0.448 0.357
C -0.638 0.515 0.171
C 1.446 -0.728 -0.238
C -1.831 -0.198 -0.071
O -2.879 -0.584 -0.132
O 2.411 -1.352 0.048
H 1.154 1.287 0.682
H -1.259 1.514 0.420
H 0.891 -0.902 -1.237
*
```

[8]
Molecular formula: C4H3O2S2
Method: DFT, ωB97M-V with the def2-TZVPD basis set

Values from the calculation:
* LUMO: 3.19 eV

Geometry as ORCA input:
```
! wB97M-V def2-TZVPD RIJCOSX def2/J DEFGRID3
* xyz -1 1
C -1.049 -1.482 -1.717
C -0.691 -1.025 -0.662
C 0.853 -0.823 1.231
C -0.262 -0.320 0.474
O 1.378 0.041 2.149
O 1.319 -1.945 1.125
S 0.350 2.602 -0.951
S -0.727 1.315 0.604
H -1.301 -1.932 -2.630
H -0.776 2.678 -1.662
H 0.907 0.890 2.039
*
```

[9]
Molecular formula: C4H3O3
Method: DFT, ωB97M-V with the def2-TZVPD basis set

Values from the calculation:
* LUMO: 3.86 eV

Geometry as ORCA input:
```
! wB97M-V def2-TZVPD RIJCOSX def2/J DEFGRID3
* xyz -1 1
C -1.489 -1.786 -0.002
C -0.555 0.650 0.213
C -1.916 0.658 0.074
C -0.163 -0.893 0.003
O -2.475 -0.943 0.130
O -2.841 1.440 -0.175
O 0.454 1.617 0.016
H 0.415 -1.158 0.848
H 0.431 -0.910 -0.866
H 0.500 2.022 -0.809
*
```

[10]
Molecular formula: C4H3O5
Method: DFT, ωB97M-V with the def2-TZVPD basis set

Values from the calculation:
* LUMO: 4.06 eV

Geometry as ORCA input:
```
! wB97M-V def2-TZVPD RIJCOSX def2/J DEFGRID3
* xyz -1 1
C 0.876 1.712 -3.728
C 1.260 -0.695 -2.470
C 0.255 -0.129 -0.249
C 0.263 -0.213 1.075
O 2.257 -1.055 -3.008
O 2.034 1.695 -3.840
O 0.384 -0.012 -2.959
O 1.194 -0.698 -1.028
O -0.721 0.707 -0.813
H -0.589 0.256 1.548
H -0.463 0.811 -1.751
H 0.952 -0.744 1.834
*
```

[11]
Molecular formula: C4H3O5
Method: DFT, ωB97M-V with the def2-TZVPD basis set

Values from the calculation:
* LUMO: 3.07 eV

Geometry as ORCA input:
```
! wB97M-V def2-TZVPD RIJCOSX def2/J DEFGRID3
* xyz -1 1
O 0.535 -1.861 -0.042
C -0.354 -1.344 -0.902
C 0.711 -0.916 1.025
O -0.546 -1.807 -2.008
O -1.075 -0.418 -0.327
C -0.594 -0.173 1.074
H 1.632 -0.340 0.818
H 0.537 -1.410 2.057
H -0.333 0.978 1.032
O -1.240 2.563 -1.309
O 0.835 2.289 -0.360
C -0.106 2.440 -1.059
*
```

[12]
Molecular formula: C4H4
Method: DFT, ωB97M-V with the def2-TZVPD basis set

Values from the calculation:
* LUMO: 1.13 eV

Geometry as ORCA input:
```
! wB97M-V def2-TZVPD RIJCOSX def2/J DEFGRID3
* xyz 0 1
C -2.497 -0.632 0.347
C -1.397 -0.644 -0.140
C 2.075 1.126 0.096
C 1.799 0.039 -0.324
H -3.448 -0.401 0.882
H -0.403 -0.769 -0.320
H 2.446 2.127 0.200
H 1.425 -0.846 -0.742
*
```

[13]
Molecular formula: C4H4
Method: DFT, ωB97M-V with the def2-TZVPD basis set

Values from the calculation:
* LUMO: 0.97 eV

Geometry as ORCA input:
```
! wB97M-V def2-TZVPD RIJCOSX def2/J DEFGRID3
* xyz 0 1
C -1.399 -0.325 -0.049
C -0.430 0.566 -0.029
C 0.891 0.083 0.070
C 2.083 -0.138 -0.072
H -2.390 -0.065 -0.010
H -1.383 -1.431 0.075
H -0.542 1.638 0.003
H 3.170 -0.328 0.012
*
```

[14]
Molecular formula: C4H4
Method: DFT, ωB97M-V with the def2-TZVPD basis set

Values from the calculation:
* LUMO: 0.25 eV

Geometry as ORCA input:
```
! wB97M-V def2-TZVPD RIJCOSX def2/J DEFGRID3
* xyz 0 1
C -1.353 -1.996 1.166
C -0.464 -1.333 0.760
C 0.216 1.092 -0.627
C 0.907 0.091 -0.155
H -2.293 -2.310 1.639
H 0.592 1.995 -0.913
H -0.964 0.955 -0.501
H 1.755 -0.430 -0.335
*
```

[15]
Molecular formula: C4H4
Method: DFT, ωB97M-V with the def2-TZVPD basis set

Values from the calculation:
* LUMO: -0.34 eV

Geometry as ORCA input:
```
! wB97M-V def2-TZVPD RIJCOSX def2/J DEFGRID3
* xyz 0 1
C -0.057 -1.420 0.549
C -0.009 -2.568 0.935
C -0.602 -0.394 -0.453
C 0.158 0.010 0.661
H -0.206 -0.424 -1.472
H -1.557 -0.097 -0.299
H -0.007 0.479 1.677
H 1.789 0.275 0.060
*
```

[16]
Molecular formula: C4H4
Method: DFT, ωB97M-V with the def2-TZVPD basis set

Values from the calculation:
* LUMO: -0.78 eV

Geometry as ORCA input:
```
! wB97M-V def2-TZVPD RIJCOSX def2/J DEFGRID3
* xyz 0 1
C 1.336 -0.475 1.712
C 1.014 -0.870 0.347
C 0.054 -0.292 -0.397
C -0.948 0.399 -0.770
H 0.573 0.374 1.853
H 1.850 -1.201 -0.228
H -1.830 0.144 -1.309
H -0.524 1.405 -0.819
*
```

[17]
Molecular formula: C4H40O16
Method: DFT, ωB97M-V with the def2-TZVPD basis set

Values from the calculation:
* LUMO: 0.23 eV

Geometry as ORCA input:
```
! wB97M-V def2-TZVPD RIJCOSX def2/J DEFGRID3
* xyz 0 1
C 1.712 -1.434 2.384
C 0.896 -0.387 1.640
C 0.139 -0.932 0.431
C 0.089 0.051 -0.719
O -1.220 -1.263 0.874
H 2.507 -1.891 1.778
H 1.074 -2.261 2.704
H 2.162 -1.019 3.292
H 0.172 0.071 2.309
H 1.513 0.468 1.333
H 0.571 -1.883 0.127
H -0.844 -0.018 -1.266
H 0.189 1.078 -0.361
H 0.893 -0.115 -1.417
H -1.768 -1.493 0.083
H 2.604 -1.259 -1.542
H 3.077 -0.485 -0.275
O 3.186 -0.522 -1.228
H 1.454 4.484 -1.483
H 1.562 2.956 -1.784
O 1.032 3.644 -1.294
H -1.398 1.602 5.368
H -1.511 0.764 4.068
O -0.860 1.131 4.717
H -3.442 -1.392 -1.579
H -2.066 -1.882 -2.102
O -2.670 -1.891 -1.303
H -0.712 -3.967 2.536
H -1.076 -2.934 1.407
O -0.791 -3.857 1.592
H -0.628 3.438 -2.103
H -2.048 2.856 -1.826
O -1.405 3.028 -2.543
H 0.168 2.298 3.911
H 1.662 2.327 3.463
O 0.816 2.822 3.398
H -2.163 2.831 0.741
H -2.790 1.482 0.267
O -3.014 2.408 0.436
H -2.147 -0.503 2.363
H -2.918 0.827 2.343
O -2.619 0.136 2.949
H 0.070 -2.037 -2.932
H -0.610 -0.783 -3.543
O -0.786 -1.721 -3.313
H 2.137 -3.115 -2.817
H 1.388 -3.342 -1.448
O 1.613 -2.672 -2.145
H 1.683 1.438 -3.245
H 2.735 0.969 -2.205
O 2.359 1.771 -2.646
H -0.032 3.347 1.854
H 0.015 3.576 0.299
O -0.602 3.529 1.069
H 0.407 -4.243 0.404
H 0.661 -5.318 -0.653
O 1.063 -4.530 -0.280
H -0.527 1.177 -4.825
H -0.699 1.665 -3.343
O -0.268 0.976 -3.921
*
```

[18]
Molecular formula: C4H41N3O14
Method: DFT, ωB97M-V with the def2-TZVPD basis set

Values from the calculation:
* LUMO: -4.74 eV

Geometry as ORCA input:
```
! wB97M-V def2-TZVPD RIJCOSX def2/J DEFGRID3
* xyz 2 1
C 0.683 -0.781 -2.573
C 1.274 -0.328 -1.240
C 1.462 -1.348 -0.127
N 1.030 -0.820 3.428
C 0.573 -0.888 2.138
N 1.525 -0.603 1.138
N -0.568 -0.005 -2.962
H 0.527 -1.777 -2.638
H 1.425 -0.774 -3.404
H 2.186 0.271 -1.291
H 0.652 0.622 -0.804
H 0.589 -2.164 -0.323
H 2.525 -1.678 -0.228
H 0.227 -0.693 4.092
H 1.900 -0.366 3.621
H -0.502 -1.228 1.902
H 2.593 -0.123 1.259
H -1.112 -0.568 -3.606
H -0.262 0.947 -3.175
H -1.351 0.026 -2.178
H -3.371 -3.908 -0.378
H -2.081 -3.215 -0.050
O -2.976 -3.085 -0.437
H 0.421 4.469 2.181
H 1.278 4.328 0.992
O 0.481 4.002 1.371
H -3.812 -0.962 -2.273
H -2.545 -1.914 -1.807
O -2.802 -1.077 -2.179
H 4.824 1.803 -0.508
H 4.006 0.593 -1.109
O 4.101 1.200 -0.317
H -1.491 1.428 0.220
H -0.567 2.356 0.738
O -0.582 1.490 0.472
H -0.012 -4.591 -1.187
H 0.472 -4.415 0.301
O -0.293 -4.286 -0.381
H -1.255 3.382 -3.695
H -1.844 2.808 -2.330
O -0.937 2.715 -2.969
H 1.073 2.521 -3.421
H 2.608 2.389 -3.153
O 1.750 2.002 -3.158
H -2.035 -0.142 2.948
H -1.796 -0.581 4.699
O -1.367 -0.458 3.735
H -3.752 1.651 -0.871
H -3.087 2.550 -0.008
O -2.934 1.990 -0.833
H -3.530 2.835 2.382
H -2.838 4.096 1.878
O -2.762 3.175 1.803
H 4.007 0.247 3.283
H 4.142 0.801 1.875
O 4.072 -0.018 2.403
H 2.378 -4.321 1.925
H 2.795 -2.977 1.291
O 2.059 -3.616 1.289
H -1.824 -0.748 0.281
H -3.061 -1.413 0.867
O -2.291 -0.828 1.102
*
```

[19]
Molecular formula: C4H42NO16
Method: DFT, ωB97M-V with the def2-TZVPD basis set

Values from the calculation:
* LUMO: -2.29 eV

Geometry as ORCA input:
```
! wB97M-V def2-TZVPD RIJCOSX def2/J DEFGRID3
* xyz 1 1
O -1.529 0.785 -2.755
C -1.382 2.054 -2.146
C -0.883 1.970 -0.701
N 0.616 1.778 -0.670
C 1.076 1.048 0.528
C -1.273 3.205 0.095
H -2.232 0.257 -2.317
H -2.340 2.605 -2.215
H -0.700 2.605 -2.804
H -1.303 1.080 -0.236
H 0.942 1.198 -1.494
H 1.047 2.713 -0.665
H 2.097 1.314 0.774
H 0.997 -0.033 0.383
H 0.435 1.288 1.372
H -2.329 3.195 0.329
H -0.757 3.198 1.065
H -1.097 4.145 -0.447
H -0.387 -1.936 -1.030
H -0.774 -2.067 0.476
O -0.765 -1.452 -0.263
H 1.890 3.597 1.464
H 2.183 4.800 0.567
O 2.050 3.843 0.534
H 1.058 1.692 3.150
H 1.401 2.919 4.014
O 1.254 2.640 3.104
H 1.955 -3.112 2.487
H 1.058 -1.806 2.224
O 1.471 -2.613 1.824
H 1.240 -0.329 -3.306
H -0.280 -0.159 -3.484
O 0.468 -0.739 -3.762
H 3.221 0.654 -2.035
H 2.494 -0.599 -1.464
O 2.340 0.223 -1.995
H -0.175 -4.614 1.369
H -0.685 -4.851 -0.071
O -0.976 -4.770 0.854
H -2.617 -0.147 2.145
H -2.507 -1.740 2.120
O -2.179 -0.931 2.586
H -3.460 0.359 0.261
H -4.470 0.948 1.317
O -3.538 0.911 1.078
H 3.603 -2.506 -0.537
H 2.349 -2.247 0.351
O 2.736 -2.087 -0.552
H 1.295 -2.841 -1.888
H 0.342 -2.242 -2.959
O 0.397 -2.922 -2.243
H -3.692 -3.701 1.803
H -2.361 -3.836 1.073
O -3.086 -3.179 1.263
H 0.330 -0.679 4.055
H -0.624 -0.594 2.823
O 0.353 -0.502 3.107
H 4.750 2.357 -1.420
H 5.475 1.491 -2.431
O 4.741 1.470 -1.805
H -3.779 -1.395 -1.081
H -2.323 -1.060 -0.750
O -3.163 -0.652 -1.067
*
```

[20]
Molecular formula: C4H42NO16
Method: DFT, ωB97M-V with the def2-TZVPD basis set

Values from the calculation:
* LUMO: -2.27 eV

Geometry as ORCA input:
```
! wB97M-V def2-TZVPD RIJCOSX def2/J DEFGRID3
* xyz 1 1
O 1.219 -2.688 -1.399
C 1.859 -1.565 -0.752
C 0.797 -0.955 0.220
N -0.568 -0.591 -0.233
C -0.812 0.608 -1.213
C -0.350 2.007 -0.573
H 1.622 -3.547 -1.164
H 2.653 -1.945 -0.120
H 2.316 -0.721 -1.367
H 0.753 -1.828 0.843
H 1.037 -0.207 0.820
H -1.119 -0.251 0.628
H -1.107 -1.406 -0.698
H -0.062 0.295 -2.082
H -1.847 0.777 -1.331
H 0.175 2.399 -1.409
H -1.173 2.640 -0.275
H 0.290 1.925 0.227
H -0.518 2.767 2.497
H 0.885 1.840 2.826
O 0.060 2.028 2.415
H 0.912 -2.194 4.665
H -0.227 -1.396 3.911
O 0.662 -1.310 4.164
H -0.949 -3.750 1.309
H -0.141 -4.652 2.513
O -0.435 -3.721 2.110
H -1.198 2.484 -4.486
H 0.133 2.054 -3.936
O -0.484 1.873 -4.616
H 3.310 -1.379 3.182
H 1.927 -0.944 3.164
O 2.786 -0.768 2.694
H 0.907 -0.146 -5.018
H 1.725 0.451 -3.962
O 1.506 -0.413 -4.397
H -1.778 4.321 3.105
H -0.708 4.866 2.324
O -1.251 4.132 2.290
H -1.174 -2.597 -3.679
H -0.229 -3.951 -3.660
O -1.154 -3.583 -3.470
H 2.102 2.839 -2.437
H 1.510 3.600 -3.655
O 1.353 2.828 -3.036
H 3.001 0.790 2.034
H 3.279 2.222 2.531
O 2.929 1.710 1.747
H -2.454 -3.049 -1.967
H -1.024 -3.426 -1.403
O -1.873 -3.014 -1.125
H -1.156 0.935 2.731
H -2.608 0.223 3.115
O -1.632 0.116 3.135
H 2.975 2.213 -0.164
H 3.722 1.726 -1.416
O 3.124 2.369 -1.096
H -4.055 0.395 1.234
H -3.323 1.638 0.663
O -3.188 0.866 1.086
H -4.160 -2.372 1.325
H -4.623 -1.986 -0.049
O -4.147 -1.580 0.681
*
```

Computed max |F|, in the same sequence as the records: 4.49 3.93 3.48 3.75 3.31 5.50 5.98 1.03 3.99 4.42 4.14 2.86 3.32 7.01 7.03 2.85 1.06 5.66 1.05 4.89 eV/A.